{"formula": "C2H7N2S", "method": "wB97M-V/def2-TZVPD", "de_lowest_kj_mol": 133.3, "homo_lumo_gap_ev": 6.7, "charge": -1, "largest_force_ha_per_bohr": 0.0617, "symbols": ["C", "S", "H", "H", "H", "N", "C", "N", "H", "H", "H", "H"], "xyz": [[-1.03215, 1.39569, 1.84331], [-1.31236, -0.21838, 1.16041], [-1.50478, 2.12459, 1.14827], [-0.07810, 1.88118, 2.25723], [-1.67664, 1.19016, 2.73134], [1.26074, 0.05015, -0.44436], [1.11751, -0.74613, -1.47652], [1.53478, -0.52327, -2.65137], [1.43527, 1.00407, -0.81606], [0.52904, -0.28504, 0.25868], [0.57029, -1.62387, -1.46023], [1.64186, -1.38246, -3.21645]], "atomic_forces_ev_per_a": [[-0.9, 1.4, 1.4], [0.5, -1.8, -0.7], [0.3, -0.1, 0.8], [-0.6, -1.3, -0.9], [0.4, 1.5, -0.3], [-0.2, 0.4, 0.3], [0.6, -0.6, -1.9], [2.1, 0.8, -2.2], [-0.3, -0.7, 1.2], [0.1, 1.7, 0.1], [-1.1, -2.1, 1.7], [-0.9, 0.7, 0.4]], "lowdin_charge": [-0.750, 0.172, -0.016, 0.025, -0.046, 0.030, -0.515, -0.012, 0.108, -0.086, 0.083, 0.007]}